The following is a quantum chemistry calculation of 3 unconnected molecules or ions with the total composition C4H12O4 at a distorted geometry, from the Open Molecules 2025 dataset.

Summary:
net charge: -2
E_tot: -12529.451 eV
maximum force: 3.38 eV Å⁻¹
M: 124.1 g/mol

```
20
C4H12O4 (wB97M-V/def2-TZVPD)
C -1.55 0.22 -2.98
O -2.13 1.00 -3.88
C -0.76 0.93 -1.81
C -0.01 -0.12 -0.94
C 0.00 0.07 0.58
O 1.31 -0.40 1.03
H -2.25 -0.45 -2.44
H -0.84 -0.56 -3.36
H -1.48 1.45 -1.17
H -0.09 1.77 -2.05
H -0.48 -1.05 -1.29
H 1.09 -0.05 -1.16
H -0.71 -0.51 1.19
H 0.05 1.13 0.80
H 1.76 0.20 1.80
H 2.24 -0.01 3.66
O 1.84 0.72 3.19
H 0.54 -1.06 3.47
H 0.92 -1.32 2.31
O 0.56 -1.97 3.05
```